No. 1
This record from OMol25 describes a 4-piece molecular cluster, C29H40BN3O10PS overall in a non-equilibrium geometry. The level of theory is ωB97M-V/def2-TZVPD.

```
85
Properties=species:S:1:pos:R:3:forces:R:3
C 2.266691 -0.023452 -5.974222 -0.4 0.1 0.2
C 1.724655 -0.842943 -4.810766 0.2 -0.3 -0.7
O 0.618867 -1.610274 -5.275570 -0.1 -0.1 -0.2
C 0.356412 -2.726249 -4.457925 0.0 -0.1 0.5
C -0.259587 -2.368124 -3.100887 0.4 -0.4 -0.1
O 0.570830 -2.889929 -2.069985 -0.2 0.1 0.2
C 0.028522 -2.624951 -0.787123 -0.1 0.3 -0.3
C 0.814779 -1.579220 0.035559 0.5 -0.3 0.3
P -0.427302 -0.983524 1.299142 0.6 0.7 0.1
S -0.085461 0.726699 2.198752 -0.1 0.3 -0.5
O 1.185879 -0.486537 -0.712508 -0.6 0.6 -0.5
B 2.679939 -0.540434 -0.966144 0.8 -1.2 0.2
O 2.978343 -1.964987 -0.533075 0.5 0.3 -0.1
C 2.200962 -2.139175 0.572664 -1.7 -0.2 0.4
C 2.654125 -1.438515 1.851518 0.6 -0.4 -0.2
C 4.120065 -1.715567 2.258063 -0.4 -0.6 0.2
C 4.193350 -1.858603 3.778697 0.4 0.5 -0.4
C 4.736561 -2.964940 1.618984 0.5 0.8 0.0
H 3.113946 -0.509894 -6.439492 0.2 -0.1 -0.2
H 2.560478 0.957656 -5.617858 0.2 0.2 -0.1
H 1.482744 0.091547 -6.718819 -0.1 0.1 -0.1
H 1.443771 -0.205905 -3.982111 -0.1 0.0 0.4
H 2.503230 -1.531033 -4.493131 0.1 0.0 0.5
H 1.274012 -3.280391 -4.253546 0.2 0.0 0.0
H -0.304827 -3.406476 -4.990228 -0.1 0.2 -0.3
H -1.245629 -2.829959 -3.003180 -0.2 0.1 0.0
H -0.354407 -1.284150 -3.024140 0.0 0.1 0.1
H -0.980702 -2.232938 -0.937788 -0.2 0.0 0.0
H -0.073248 -3.555142 -0.224813 0.2 -0.2 0.0
H -0.676140 -2.047211 2.200129 0.0 0.0 -0.2
H -1.616613 -0.867653 0.580912 -0.1 -0.4 0.0
H 3.311212 0.192481 -0.213213 -0.2 0.5 -0.2
H 3.006461 -0.491480 -2.131953 -0.2 0.5 -0.2
H 2.007413 -3.188771 0.834529 0.4 -0.3 -0.3
H 2.522966 -0.370203 1.757882 -0.2 0.2 0.1
H 2.026455 -1.817041 2.662485 -0.3 0.1 0.1
H 4.725261 -0.860459 1.974337 0.1 0.2 -0.2
H 3.832869 -2.837529 4.085378 -0.3 -0.1 0.1
H 3.644571 -1.048148 4.256628 0.0 -0.3 0.0
H 5.234012 -1.782945 4.090209 0.1 -0.1 0.2
H 5.673755 -3.174912 2.133604 0.0 -0.3 0.2
H 4.084406 -3.829018 1.660467 -0.1 -0.2 0.0
H 5.008534 -2.735359 0.596648 -0.2 -0.3 -0.3
C -0.034730 2.231814 -1.935505 0.0 -0.1 -0.1
C -0.242291 2.986131 -0.786732 0.0 0.0 0.0
C -0.744512 4.274239 -0.882562 0.0 0.0 0.2
C -1.041944 4.788832 -2.135685 0.1 -0.2 0.0
C -0.837515 4.053428 -3.291654 0.0 -0.1 -0.2
C -0.328899 2.767537 -3.185275 0.0 0.0 0.2
N -1.603619 6.140007 -2.241107 -0.1 0.1 0.0
O -1.762248 6.775583 -1.214649 0.0 -0.1 -0.2
O -1.897807 6.552124 -3.352900 0.0 0.0 0.2
H 0.354833 1.223787 -1.842638 0.0 0.0 0.1
H -0.018259 2.554378 0.181662 0.0 0.0 -0.1
H -0.908621 4.860776 0.009355 0.0 0.1 -0.1
H -1.070458 4.469858 -4.260655 0.0 0.1 0.1
H -0.164728 2.178572 -4.078872 0.0 0.0 0.0
C -1.855077 -1.757806 5.602390 0.1 0.0 0.0
C -1.213346 -2.322131 6.698841 0.0 0.0 -0.1
C 0.103977 -1.995772 6.975862 0.0 -0.2 0.2
C 0.757360 -1.101697 6.146354 -0.3 -0.1 -0.1
C 0.137228 -0.535734 5.046085 0.2 0.1 0.2
C -1.179428 -0.869425 4.776188 -0.3 -0.2 0.2
N 2.148935 -0.729656 6.438033 0.0 0.0 -0.1
O 2.700322 -1.255839 7.390957 -0.1 0.1 -0.2
O 2.663134 0.079704 5.692827 0.0 0.1 0.5
H -2.886315 -2.011703 5.391925 0.0 0.0 0.0
H -1.741276 -3.015608 7.339694 0.0 0.0 0.0
H 0.607738 -2.431698 7.825871 0.1 0.1 0.0
H 0.660934 0.156342 4.399112 0.0 -0.2 0.2
H -1.674509 -0.429758 3.919940 0.1 0.0 0.1
C -6.045522 3.705866 -2.401780 0.0 0.0 0.0
C -6.747815 2.771862 -1.650543 0.1 0.1 -0.1
C -6.067155 1.783329 -0.958987 -0.2 -0.1 0.1
C -4.686342 1.750369 -1.029051 -0.1 0.2 -0.1
C -3.970847 2.667086 -1.777192 0.2 0.1 -0.1
C -4.660059 3.650874 -2.468241 -0.1 0.0 0.0
N -3.952134 0.717772 -0.282491 0.2 -0.1 0.1
O -4.599897 -0.101114 0.347913 0.1 0.1 -0.1
O -2.737586 0.745464 -0.340367 -0.5 0.1 -0.1
H -6.580222 4.479783 -2.937097 0.0 0.0 0.0
H -7.827356 2.815545 -1.601614 0.0 0.0 0.0
H -6.608418 1.054939 -0.373654 0.1 -0.1 0.0
H -2.893211 2.621109 -1.824537 0.1 -0.1 0.1
H -4.114471 4.376481 -3.057330 0.0 0.0 0.0
```
Forces are in eV/Å.

The total energy comes out at -2809.901042 hartree. The spin multiplicity is 1. The value obtained for the frontier orbital gap is 6.2 eV. The molecular weight comes out at 664.50 g/mol. The charge is -1.


No. 2
This record from OMol25 describes C29H40Cl2HfN2O3P2STe as an isolated structure in a non-equilibrium geometry. The level of theory is ωB97M-V/def2-TZVPD.

```
81
Properties=species:S:1:pos:R:3:forces:R:3
Hf -0.511365 1.316349 -0.540869 -1.3 0.3 -0.2
C -1.537997 4.265665 0.656459 0.1 0.1 -0.1
C -2.858473 3.929244 0.013628 -0.1 0.1 -0.1
N -2.731150 2.822419 -0.969096 0.3 0.0 0.0
C -4.049161 2.167495 -1.083317 0.0 -0.1 -0.1
C -4.264275 1.085997 -0.007600 -0.1 0.1 0.0
S -2.782364 0.484845 0.853056 0.2 -0.1 -0.1
C -2.705265 1.608242 2.284950 -0.1 0.0 0.1
C -1.473666 2.503590 2.392259 0.1 0.1 0.1
N -0.886750 3.022164 1.120461 0.3 -0.2 0.2
H -1.678469 4.950634 1.498031 -0.1 0.0 -0.1
H -0.874080 4.748543 -0.058969 -0.1 0.0 0.1
H -3.289136 4.815962 -0.461184 0.0 -0.1 0.0
H -3.580651 3.608487 0.764117 0.1 0.0 0.0
H -2.502314 3.223854 -1.875597 0.0 0.1 0.1
H -4.143409 1.732921 -2.074388 0.0 0.0 0.1
H -4.845193 2.913404 -1.005485 0.0 0.0 0.0
H -4.735080 0.209727 -0.450342 0.1 0.0 0.0
H -4.939299 1.422157 0.780134 0.0 0.0 0.0
H -2.737973 0.982913 3.177288 0.0 0.0 0.0
H -3.633016 2.177402 2.277472 0.0 0.0 0.0
H -0.682259 1.955807 2.889107 -0.1 0.0 0.0
H -1.730167 3.358090 3.029652 0.0 -0.1 0.0
H 0.074997 3.267289 1.374360 -0.1 0.0 0.0
Cl -2.457705 -0.021255 -2.366064 0.3 -0.1 -0.2
C -2.348248 -1.792182 -2.372075 -0.3 0.2 0.0
C -3.433934 -2.465730 -2.904170 0.2 -0.2 0.1
C -3.363404 -3.849012 -2.954135 0.0 0.1 0.0
C -2.231988 -4.509290 -2.488266 0.0 0.1 0.0
C -1.168306 -3.795073 -1.969284 0.0 0.1 0.1
C -1.210810 -2.399037 -1.890480 0.0 -0.2 0.0
P 0.219236 -1.400997 -1.365789 -0.1 0.2 0.1
C 0.895626 -2.385027 -0.005128 0.1 0.0 0.0
C 2.257899 -2.632369 0.137940 0.1 0.1 0.0
C 2.717831 -3.416807 1.187704 -0.1 0.0 0.0
C 1.829332 -3.917341 2.124973 0.0 0.0 0.0
C 0.474459 -3.631505 2.016660 0.1 0.0 0.0
C 0.010297 -2.878945 0.953270 -0.1 0.0 0.0
C 1.273386 -1.597604 -2.829626 0.0 0.0 0.0
C 0.987831 -0.776738 -3.919756 -0.1 0.1 0.0
C 1.657407 -0.935516 -5.120723 0.1 -0.1 0.0
C 2.626768 -1.920830 -5.246203 0.0 0.0 0.0
C 2.894268 -2.763007 -4.178288 0.0 0.0 0.0
C 2.215347 -2.613219 -2.978146 0.0 -0.1 0.0
H -4.293968 -1.930547 -3.271898 -0.1 0.0 0.0
H -4.190254 -4.408644 -3.365058 0.0 0.0 0.0
H -2.177205 -5.585929 -2.537567 0.0 -0.1 0.0
H -0.291382 -4.322970 -1.620009 0.1 0.0 0.0
H 2.967046 -2.228447 -0.575937 -0.1 0.0 0.1
H 3.772582 -3.640418 1.263789 0.1 0.0 0.0
H 2.189167 -4.534128 2.936240 0.0 0.0 0.0
H -0.219729 -4.011028 2.750596 -0.1 0.0 0.1
H -1.053178 -2.687544 0.870459 0.0 0.0 0.0
H 0.207489 -0.028950 -3.850665 0.0 0.0 0.0
H 1.418935 -0.297740 -5.959010 0.0 0.0 0.0
H 3.159983 -2.041114 -6.177751 0.0 0.0 0.0
H 3.628227 -3.549996 -4.278387 0.0 0.0 0.0
H 2.415248 -3.311794 -2.177046 0.0 0.0 -0.1
C 3.922474 -1.388008 3.861294 0.1 0.0 0.0
C 3.655422 -0.597818 2.611494 -0.1 0.2 -0.1
O 2.203760 -0.357921 2.544931 0.0 -0.1 -0.1
P 1.578310 0.742788 1.637100 -0.2 0.0 0.0
O 0.110501 0.401961 1.298644 0.6 0.0 0.4
Te 2.471987 1.284332 -0.473976 0.1 0.0 -0.1
O 1.526358 2.057198 2.520678 -0.1 0.1 0.0
C 2.328876 2.367918 3.699328 0.1 -0.1 0.0
C 2.193646 3.843892 3.962452 0.0 0.0 0.0
H 4.978607 -1.651481 3.902555 0.0 0.0 0.0
H 3.336357 -2.304441 3.865795 0.0 0.0 0.0
H 3.683178 -0.810805 4.752353 0.0 0.0 0.0
H 3.921674 -1.127205 1.699106 0.0 0.0 0.0
H 4.163992 0.369888 2.611430 0.0 -0.1 0.0
H 3.365489 2.088812 3.503116 -0.1 0.1 0.0
H 1.945622 1.760177 4.520141 0.1 0.0 0.0
H 2.529993 4.427571 3.106753 0.0 0.0 0.0
H 2.802821 4.122039 4.819071 0.1 0.0 0.1
H 1.162712 4.111009 4.193867 0.0 0.0 0.0
Cl 0.431709 3.823785 -1.961471 -0.2 -0.2 0.1
C -0.184095 2.226113 -2.601944 0.5 -0.3 -0.3
H 0.614850 1.849211 -3.241373 -0.1 0.1 0.1
H -1.026011 2.468482 -3.255619 0.0 -0.1 0.1
```
Forces are in eV/Å.

The total energy comes out at -3781.311402 hartree. The spin multiplicity is 1. The value obtained for the frontier orbital gap is 8.0 eV. The molecular weight comes out at 935.66 g/mol. The charge is +2.


Short version: HOMO = -5.0; -13.4 eV, in the order given.